{"formula": "C8H24O8", "method": "ωB97M-V/def2-TZVPD", "e_above_lowest_kj_mol": 91.8, "homo_ev": -10.113, "species": ["O", "C", "C", "O", "H", "H", "H", "H", "H", "H", "O", "C", "C", "O", "H", "H", "H", "H", "H", "H", "O", "C", "C", "O", "H", "H", "H", "H", "H", "H", "O", "C", "C", "O", "H", "H", "H", "H", "H", "H"], "coordinates": [[3.046, -1.180, 3.591], [3.060, 0.137, 4.104], [2.436, 1.153, 3.152], [2.863, 1.015, 1.800], [3.655, -1.247, 2.849], [2.474, 0.128, 5.024], [4.073, 0.414, 4.421], [2.718, 2.169, 3.420], [1.349, 1.016, 3.188], [2.762, 0.099, 1.526], [-0.855, -1.076, -2.916], [-1.046, -2.211, -3.753], [-0.514, -1.929, -5.147], [-0.760, -3.016, -6.023], [-1.700, -0.898, -2.496], [-0.500, -3.073, -3.346], [-2.093, -2.517, -3.815], [0.558, -1.703, -5.096], [-0.984, -1.035, -5.558], [-0.258, -3.771, -5.698], [-1.372, -0.440, 2.297], [-0.147, -0.942, 1.782], [-0.371, -2.123, 0.849], [-1.222, -3.145, 1.331], [-1.578, 0.311, 1.725], [0.337, -0.172, 1.167], [0.565, -1.212, 2.567], [0.601, -2.553, 0.567], [-0.779, -1.736, -0.093], [-1.364, -2.978, 2.268], [-1.601, 2.085, 0.948], [-1.322, 2.516, -0.359], [-1.352, 4.031, -0.575], [-2.611, 4.546, -1.002], [-0.917, 2.409, 1.542], [-0.338, 2.172, -0.714], [-2.000, 2.044, -1.076], [-0.601, 4.302, -1.323], [-1.127, 4.538, 0.364], [-3.088, 3.874, -1.495]], "forces_ev_per_angstrom": [[-0.4, -0.2, -0.1], [0.4, 0.3, 0.4], [-0.1, -0.4, -0.4], [0.4, 0.1, 0.1], [0.2, 0.1, 0.1], [-0.1, -0.1, -0.1], [0.0, 0.1, -0.3], [-0.2, 0.0, 0.3], [0.0, 0.2, 0.1], [-0.2, -0.1, 0.0], [-0.2, -0.1, 0.0], [0.2, -0.3, -0.1], [0.3, 0.2, 0.1], [-0.1, 0.1, 0.1], [0.1, 0.1, 0.1], [0.0, 0.1, 0.1], [0.0, 0.2, 0.0], [0.0, 0.0, 0.1], [-0.2, -0.2, -0.1], [0.0, 0.0, -0.1], [0.6, -0.1, 0.1], [0.0, -0.2, -0.5], [0.2, 0.1, -0.7], [0.2, 0.2, 0.2], [-0.4, 0.1, 0.1], [0.2, 0.0, 0.1], [-0.3, 0.0, 0.3], [0.0, 0.0, 0.2], [-0.2, -0.1, 0.1], [-0.2, 0.0, 0.0], [-0.3, -0.3, 0.2], [1.0, 0.5, -1.1], [-0.5, -0.1, -0.2], [0.0, 0.0, 0.3], [0.0, 0.1, 0.0], [0.0, -0.1, 0.4], [-0.4, -0.1, 0.4], [0.1, 0.0, 0.1], [0.2, 0.0, 0.0], [0.1, 0.0, 0.0]]}


{"formula": "C8H25BN2O2P2S", "method": "ωB97M-V/def2-TZVPD", "homo_ev": -7.785, "species": ["C", "C", "N", "B", "P", "S", "P", "O", "O", "H", "H", "H", "H", "H", "H", "H", "H", "H", "H", "C", "C", "N", "C", "C", "C", "C", "H", "H", "H", "H", "H", "H", "H", "H", "H", "H", "H", "H", "H", "H", "H"], "coordinates": [[4.412, 3.786, 1.321], [3.278, 2.727, 1.199], [2.356, 2.698, 2.334], [1.186, 3.554, 2.134], [-0.386, 2.762, 1.280], [-0.514, 0.892, 1.883], [1.002, 5.367, 2.667], [2.495, 6.039, 3.067], [0.309, 6.238, 1.388], [4.406, 4.278, 2.291], [5.370, 3.279, 1.199], [4.355, 4.527, 0.521], [3.750, 1.743, 1.148], [2.750, 2.841, 0.251], [2.822, 2.854, 3.214], [-1.507, 3.548, 1.658], [-0.263, 2.890, -0.136], [2.825, 6.530, 2.318], [1.003, 6.575, 0.831], [-1.490, -0.858, -1.341], [-1.003, -2.267, -1.045], [-2.070, -3.170, -0.652], [-1.590, -4.418, -0.082], [-0.783, -5.357, -0.983], [-3.176, -3.284, -1.587], [-2.863, -3.723, -3.020], [-2.060, -0.457, -0.503], [-0.635, -0.201, -1.509], [-2.113, -0.818, -2.238], [-0.290, -2.202, -0.219], [-0.442, -2.642, -1.915], [-2.442, -4.967, 0.329], [-0.971, -4.166, 0.785], [-1.415, -5.865, -1.711], [-0.312, -6.133, -0.375], [0.013, -4.835, -1.516], [-3.680, -2.314, -1.632], [-3.924, -3.959, -1.162], [-2.009, -3.190, -3.440], [-3.722, -3.513, -3.663], [-2.670, -4.792, -3.089]], "forces_ev_per_angstrom": [[-0.2, -0.5, -0.5], [1.0, -0.5, 0.2], [-1.6, 0.9, 0.2], [1.5, 0.2, -1.0], [-0.1, -1.2, 0.3], [-0.2, 0.3, -0.1], [-0.8, 0.3, 1.2], [-1.4, -0.4, -0.5], [0.6, -0.6, 1.4], [-0.1, 0.1, 0.0], [0.1, 0.1, 0.1], [-0.1, 0.2, 0.2], [-0.1, 0.0, -0.1], [-0.3, 0.1, 0.1], [0.4, 0.1, 0.0], [0.3, 0.1, -0.5], [-0.2, 0.4, 0.4], [0.7, 0.2, -0.4], [0.3, 0.2, -0.9], [-0.1, 0.0, -0.1], [0.0, 0.1, -0.1], [0.0, -0.2, 0.2], [0.1, 0.0, 0.2], [0.0, -0.2, 0.0], [-0.2, 0.2, -0.1], [-0.1, -0.1, -0.1], [0.0, 0.0, 0.0], [0.0, 0.0, 0.0], [0.0, 0.0, 0.0], [0.0, -0.1, 0.0], [0.1, 0.0, 0.0], [-0.1, 0.1, -0.1], [0.0, 0.1, -0.1], [0.0, 0.0, -0.1], [0.0, 0.0, 0.0], [0.0, 0.0, 0.0], [0.1, 0.0, 0.0], [0.1, -0.1, 0.1], [0.0, 0.0, 0.0], [0.0, 0.0, 0.0], [0.1, 0.0, 0.0]]}


{"formula": "C8H25BrNO6", "method": "ωB97M-V/def2-TZVPD", "total_charge": -1, "e_above_lowest_kj_mol": 0.0, "homo_ev": -5.021, "species": ["Br", "C", "C", "C", "O", "C", "N", "H", "H", "H", "H", "H", "H", "H", "H", "H", "H", "H", "O", "H", "H", "C", "C", "O", "O", "H", "H", "H", "H", "H", "H", "C", "C", "O", "O", "H", "H", "H", "H", "H", "H"], "coordinates": [[1.866, 0.455, -0.167], [-1.410, -2.120, -0.398], [-0.898, -2.971, -1.604], [-1.909, -3.222, -2.728], [-2.851, -4.181, -2.381], [-3.922, -4.225, -3.366], [0.182, -2.098, -2.026], [-0.632, -1.963, 0.349], [-2.219, -2.606, 0.149], [-1.845, -1.182, -0.743], [-0.431, -3.896, -1.265], [-1.388, -3.584, -3.614], [-2.381, -2.280, -3.006], [-4.410, -3.251, -3.378], [-4.626, -4.950, -2.957], [-3.645, -4.486, -4.387], [-0.254, -1.233, -2.314], [0.647, -1.669, -1.238], [1.306, 2.581, -2.706], [1.617, 2.179, -1.895], [1.958, 2.335, -3.362], [1.206, 0.177, 4.694], [1.374, -0.830, 3.538], [2.486, -1.748, 3.601], [2.338, 1.008, 4.932], [0.917, -0.358, 5.598], [0.350, 0.810, 4.458], [1.485, -0.284, 2.601], [0.450, -1.406, 3.481], [2.465, -2.103, 4.493], [2.507, 1.595, 4.192], [1.816, 4.747, 0.104], [0.342, 4.527, 0.186], [-0.378, 5.595, -0.387], [2.605, 3.806, 0.752], [2.124, 5.728, 0.465], [2.029, 4.650, -0.960], [0.006, 4.380, 1.212], [0.116, 3.565, -0.274], [-1.309, 5.584, -0.154], [2.317, 2.924, 0.505]], "forces_ev_per_angstrom": [[-0.1, 0.3, 0.1], [-1.7, -1.8, 0.3], [0.2, 1.7, 1.7], [1.3, 0.3, 0.1], [-1.5, -0.5, -0.8], [0.3, 0.1, 1.7], [0.7, 0.2, -2.1], [0.2, 0.2, -0.4], [-0.3, -0.2, 0.1], [0.4, 0.2, -0.1], [-0.4, -0.2, 0.0], [0.4, 0.1, -0.2], [-0.2, 0.3, 0.1], [-0.1, 0.2, -0.1], [0.0, -0.1, -0.3], [0.5, -0.1, 0.1], [-0.2, 0.3, -0.9], [0.6, -0.6, 0.6], [-0.3, 0.7, -0.6], [0.1, -0.7, 0.7], [0.1, -0.1, -0.1], [0.4, -0.1, -0.9], [0.3, 0.2, -0.1], [-0.6, 0.8, 0.4], [-0.1, -0.5, 0.7], [0.5, 0.1, 0.4], [-0.3, 0.0, -0.2], [0.1, -0.1, -0.1], [-0.3, 0.0, -0.1], [0.2, -0.2, 0.1], [-0.2, -0.2, -0.3], [0.5, 0.4, -1.3], [-1.2, -1.0, 1.3], [0.2, 0.8, -0.6], [0.2, -0.1, 1.2], [-0.2, 0.1, 0.0], [0.2, 0.6, -0.4], [0.2, 0.2, 0.5], [-0.1, -0.1, -0.5], [0.2, -0.4, 0.1], [0.0, -0.8, -0.2]]}


{"formula": "C8H25F2NO9S2V", "method": "ωB97M-V/def2-TZVPD", "multiplicity": 4, "e_above_lowest_kj_mol": 389.0, "homo_ev": [-7.686, -8.712], "species": ["V", "O", "H", "N", "S", "O", "O", "F", "S", "O", "O", "F", "C", "C", "O", "H", "H", "H", "H", "H", "H", "C", "C", "O", "H", "H", "H", "H", "H", "H", "C", "C", "O", "H", "H", "H", "H", "H", "H", "C", "C", "O", "H", "H", "H", "H", "H", "H"], "coordinates": [[1.133, 0.226, -0.239], [2.875, 0.857, 0.782], [3.771, 0.503, 0.620], [1.313, 0.749, -2.229], [0.356, 0.378, -3.580], [0.980, -0.212, -4.759], [-0.821, 1.201, -3.727], [-0.385, -0.994, -3.034], [1.973, 1.900, -2.967], [1.205, 3.090, -3.310], [3.003, 1.489, -3.875], [2.681, 2.411, -1.601], [1.164, -4.205, -1.159], [1.540, -3.195, -0.055], [1.891, -2.016, -0.695], [1.937, -4.544, -1.849], [0.320, -3.968, -1.806], [0.948, -5.172, -0.706], [2.254, -3.596, 0.665], [0.759, -2.814, 0.601], [2.755, -2.240, -1.049], [-1.474, 3.536, 1.578], [-0.693, 3.456, 0.249], [0.308, 2.422, 0.542], [-1.946, 2.614, 1.916], [-2.169, 4.376, 1.558], [-0.747, 3.785, 2.350], [-0.157, 4.388, 0.066], [-1.330, 3.324, -0.625], [0.912, 2.826, 1.169], [-0.746, -1.888, 3.206], [-0.212, -0.423, 2.888], [0.832, -0.556, 1.894], [-1.585, -1.974, 3.896], [0.094, -2.355, 3.720], [-1.030, -2.509, 2.357], [0.313, 0.068, 3.708], [-0.997, 0.148, 2.393], [1.579, -0.798, 2.447], [-3.168, 0.103, 0.389], [-2.043, 0.212, -0.679], [-1.029, -0.681, -0.301], [-3.715, 1.032, 0.551], [-2.759, -0.004, 1.393], [-3.985, -0.582, 0.163], [-1.828, 1.259, -0.892], [-2.552, -0.128, -1.581], [-1.525, -1.499, -0.383]], "forces_ev_per_angstrom": [[1.1, -0.2, 2.6], [-0.5, -0.9, -0.7], [-0.8, 0.4, -0.1], [-3.5, -2.9, -2.6], [-4.5, -5.1, -2.1], [-0.1, 1.9, 2.2], [1.6, -0.1, 0.4], [1.0, 0.8, 0.7], [5.6, 7.7, 0.8], [0.4, -2.1, 0.1], [-0.6, 0.2, 0.6], [0.3, -0.1, -1.0], [-0.4, -1.4, 0.8], [-1.8, -0.8, -0.2], [1.6, 1.5, -0.3], [0.7, 0.8, 0.1], [-0.1, 0.5, 0.4], [-0.4, -0.1, 0.3], [0.7, 0.1, -0.4], [-0.8, -0.9, -0.1], [0.3, 1.0, -0.6], [0.3, 1.0, -0.4], [0.2, -0.2, 2.0], [-0.7, -0.5, -1.6], [-0.2, 0.0, -0.5], [-0.3, -0.2, 0.0], [0.1, 0.1, 0.1], [0.0, 0.1, 0.0], [0.4, -0.9, 0.0], [0.5, -0.2, 0.0], [0.8, 1.0, 0.8], [-0.7, -1.8, -1.3], [-0.6, -0.3, 0.4], [0.0, 0.6, 0.1], [0.0, -0.4, -0.1], [0.3, 0.5, -0.4], [-0.9, 0.1, 0.4], [0.2, 0.4, 0.5], [0.9, 0.2, -0.8], [-0.2, 1.4, 0.4], [-3.6, 0.3, 0.2], [0.9, 0.6, -0.3], [0.0, 0.4, -0.6], [0.1, -0.7, -0.1], [0.5, -0.6, 0.1], [1.1, -0.4, 0.4], [0.5, -0.1, -0.5], [0.9, -0.7, 0.1]]}


{"formula": "C8H25FN2O11P2S", "method": "ωB97M-V/def2-TZVPD", "homo_ev": -9.296, "species": ["N", "N", "C", "C", "O", "S", "O", "O", "F", "H", "H", "H", "H", "H", "H", "H", "C", "O", "P", "O", "O", "C", "O", "C", "H", "H", "H", "H", "H", "H", "H", "H", "H", "C", "O", "P", "O", "O", "C", "O", "C", "H", "H", "H", "H", "H", "H", "H", "H", "H"], "coordinates": [[4.393, 0.625, 2.074], [3.661, -0.379, 1.405], [3.161, 0.298, 0.148], [2.666, -0.717, -1.040], [3.204, -2.083, -0.961], [2.347, -0.747, 2.525], [3.040, -0.917, 3.932], [1.349, 0.448, 2.714], [1.549, -2.239, 2.139], [3.976, 1.555, 1.800], [5.406, 0.586, 1.815], [4.053, 0.941, -0.306], [2.282, 1.053, 0.345], [1.475, -0.729, -1.090], [3.023, -0.254, -2.078], [4.109, -2.116, -0.531], [-0.306, -4.345, -1.665], [-0.688, -4.294, -3.026], [0.082, -3.015, -3.900], [-1.090, -2.097, -3.528], [-0.229, -3.793, -5.321], [-1.466, -4.455, -5.517], [0.851, -1.735, -4.774], [0.107, -1.019, -5.747], [-0.809, -5.191, -1.191], [0.775, -4.489, -1.592], [-0.596, -3.426, -1.154], [-2.285, -3.954, -4.994], [-1.379, -5.490, -5.173], [-1.691, -4.469, -6.586], [-0.834, -0.637, -5.347], [-0.083, -1.648, -6.620], [0.707, -0.162, -6.066], [-0.799, 1.588, 4.894], [-1.966, 2.340, 4.623], [-1.940, 3.098, 3.069], [-1.288, 4.328, 3.713], [-3.584, 3.238, 3.104], [-4.245, 3.583, 4.309], [-1.914, 3.857, 1.514], [-2.449, 5.163, 1.374], [-0.903, 1.120, 5.876], [-0.682, 0.807, 4.139], [0.079, 2.236, 4.900], [-3.641, 4.248, 4.931], [-4.486, 2.670, 4.861], [-5.181, 4.090, 4.062], [-2.025, 5.862, 2.099], [-3.538, 5.141, 1.466], [-2.197, 5.526, 0.374]], "forces_ev_per_angstrom": [[0.4, 1.3, 0.0], [-0.8, 0.8, -1.8], [-0.7, 0.3, -2.5], [-0.1, 0.7, -0.8], [0.3, 1.3, 0.8], [-0.9, 3.0, 9.0], [-2.6, -0.8, -6.2], [2.8, -4.8, -2.5], [1.9, 3.3, 0.0], [0.9, -1.2, 0.7], [-1.4, -0.3, 0.3], [-1.7, -1.6, 1.3], [1.7, -1.4, 0.0], [2.7, -0.5, 0.3], [-0.8, -0.8, 2.2], [-1.7, 0.5, -0.7], [0.0, -0.2, 0.8], [3.7, -0.5, 0.0], [-8.5, 2.7, -4.4], [1.3, 0.1, 1.1], [1.1, 0.5, 0.5], [-0.3, -0.8, 0.1], [2.9, -1.5, 1.8], [-0.6, -0.1, -0.5], [0.0, 0.1, -0.1], [-0.1, -0.1, 0.3], [0.0, 0.0, 0.0], [0.2, 0.0, 0.1], [-0.2, 0.1, 0.0], [0.3, 0.1, 0.1], [0.1, -0.2, 0.1], [-0.1, 0.0, 0.1], [0.3, -0.2, 0.2], [0.5, -0.5, 0.4], [0.1, -2.5, -2.7], [-3.2, 8.6, 3.7], [1.1, -1.1, -0.6], [0.7, -0.5, -0.9], [-0.3, -0.4, 0.6], [1.1, -3.4, -0.8], [-0.6, 0.4, 0.3], [-0.1, 0.1, -0.1], [0.2, -0.1, 0.3], [0.1, 0.0, 0.0], [0.1, -0.1, -0.1], [0.0, 0.2, 0.1], [0.2, -0.1, -0.3], [0.0, -0.3, 0.1], [0.1, 0.0, 0.1], [0.1, -0.4, 0.0]]}


{"formula": "C8H26AgFO8", "method": "ωB97M-V/def2-TZVPD", "e_above_lowest_kj_mol": 497.7, "homo_ev": -7.822, "species": ["Ag", "F", "C", "O", "H", "H", "H", "H", "C", "O", "H", "H", "H", "H", "C", "C", "O", "O", "H", "H", "H", "H", "H", "H", "C", "C", "O", "O", "H", "H", "H", "H", "H", "H", "C", "C", "O", "O", "H", "H", "H", "H", "H", "H"], "coordinates": [[0.259, 0.111, -0.476], [-1.290, 1.607, -3.599], [-0.699, -3.682, 3.303], [-0.339, -3.494, 1.980], [-0.345, -4.591, 3.790], [-0.418, -2.899, 4.006], [-1.786, -3.753, 3.348], [-0.495, -4.327, 1.529], [3.621, 1.335, 3.666], [3.285, 0.116, 3.081], [4.288, 1.817, 2.951], [2.771, 2.014, 3.740], [3.963, 1.295, 4.701], [3.019, -0.586, 3.680], [-2.458, 2.001, 4.577], [-2.320, 3.164, 3.577], [-1.128, 3.002, 2.826], [-1.321, 1.718, 5.364], [-2.457, 1.112, 3.946], [-3.457, 2.016, 5.013], [-2.219, 4.158, 4.012], [-3.167, 3.103, 2.894], [-0.457, 3.446, 3.349], [-1.073, 2.475, 5.900], [5.161, 1.207, -3.589], [4.448, -0.063, -4.030], [3.216, -0.143, -3.338], [5.832, 0.925, -2.356], [4.476, 2.048, -3.479], [6.020, 1.434, -4.221], [4.946, -1.004, -3.799], [4.266, -0.176, -5.099], [2.601, 0.498, -3.702], [5.593, 1.612, -1.729], [-5.010, -1.520, -4.499], [-4.043, -2.563, -3.839], [-3.077, -2.041, -2.960], [-4.365, -0.617, -5.429], [-5.590, -0.959, -3.766], [-5.650, -2.101, -5.163], [-3.461, -3.077, -4.603], [-4.727, -3.196, -3.273], [-2.664, -1.297, -3.404], [-3.751, -0.125, -4.879]], "forces_ev_per_angstrom": [[-0.3, 0.3, -0.7], [0.3, -0.6, 0.8], [-1.5, -0.5, 1.6], [1.0, 0.3, -0.7], [0.4, -0.3, -0.4], [0.3, 0.5, -0.7], [-0.3, 0.1, 0.3], [0.0, 0.1, -0.2], [-0.5, 0.9, 0.1], [-0.2, -0.9, -0.7], [0.5, 0.0, 0.5], [-0.5, 0.0, -0.2], [0.7, -0.3, -0.2], [0.0, 0.4, 0.3], [0.2, -0.5, -1.8], [0.6, -0.5, 0.5], [0.2, 0.0, -0.4], [-0.2, 0.6, 0.5], [-0.4, 0.0, -0.3], [0.2, 0.2, 0.9], [-0.8, 0.1, 0.4], [0.0, 0.2, 0.0], [0.3, -0.2, -0.2], [-0.1, 0.1, 0.2], [1.6, -1.1, -0.1], [-0.7, -0.1, -0.1], [-0.6, -0.3, 0.5], [-0.5, 0.2, 0.7], [0.0, -0.1, -0.3], [-0.5, 0.3, -0.8], [0.6, 0.4, 0.5], [0.1, 0.7, -0.3], [-0.1, 0.1, -0.2], [0.1, -0.1, 0.1], [1.2, -0.5, -1.1], [-0.7, 1.1, -0.6], [-0.2, 0.5, 0.7], [-0.1, -0.7, 1.2], [0.0, -0.1, 0.2], [-0.4, -0.1, 0.3], [-0.7, -0.4, -0.4], [0.4, -0.4, 0.0], [0.4, 0.3, 0.0], [0.4, 0.7, -0.3]]}